Entry 1:
C19H23N7S | ωB97M-V/def2-TZVPD

Geometry as XYZ:
```
50
Properties=species:S:1:pos:R:3:forces:R:3:nbo_charge:R:1
C -4.8937 0.4740 3.5879 -0.93 3.17 1.27 -0.629
C -4.0992 1.7148 3.0778 -0.96 0.88 -1.80 0.149
C -3.2956 1.5605 2.0199 3.70 -2.38 -2.28 -0.359
C -2.8863 2.8495 1.4830 1.54 -2.69 -1.64 0.311
N -1.9675 3.3449 0.4997 -3.65 -0.32 2.10 -0.562
C -0.9534 2.6649 0.0483 2.85 -0.63 -0.50 0.436
C -0.3771 1.6086 0.7020 -2.78 0.21 1.98 -0.427
C 0.6001 0.8953 0.1648 2.73 -3.00 -0.99 0.451
N 0.8882 -0.4591 0.5966 0.54 0.10 0.68 -0.447
C 2.0037 -1.3659 -0.0110 -2.39 2.40 -0.45 -0.210
C 1.5788 -2.8246 -0.0026 -2.04 1.25 0.46 -0.237
N 1.4231 -3.3078 1.3605 -0.58 1.60 1.22 -0.443
C 1.2892 -4.7442 1.5329 -0.14 1.16 -1.15 -0.403
C 0.2936 -2.5011 1.9689 -0.38 -0.32 0.68 -0.234
C 0.6059 -0.9351 2.0004 -0.38 -0.91 -0.26 -0.228
N 1.2887 1.4209 -0.8505 -0.58 1.30 -2.56 -0.554
C 0.7156 2.5246 -1.4862 0.22 -1.78 2.56 0.306
S 1.6146 3.2526 -2.8797 -0.35 -0.27 -0.11 0.256
C 2.1898 1.8107 -3.8187 -0.52 -1.77 0.84 -0.171
C 3.3365 1.1128 -3.3817 -1.90 -0.45 -2.70 -0.172
C 3.6408 -0.1225 -3.9839 -0.04 1.35 0.67 -0.226
C 2.7921 -0.6862 -4.9386 0.87 -0.10 0.43 -0.205
C 1.5999 -0.0663 -5.3183 0.22 0.33 -0.19 -0.216
C 1.3210 1.1815 -4.7551 -0.06 1.20 0.70 -0.203
N -0.4026 3.1476 -1.0354 2.42 0.24 -3.33 -0.537
N -3.5709 3.7175 2.0310 -3.22 3.94 4.83 -0.276
N -4.2467 3.1200 3.1069 -1.48 -1.01 0.58 -0.393
H -4.2050 -0.3443 3.6869 0.02 -0.35 0.17 0.235
H -5.7927 0.2365 2.9742 0.98 0.21 0.06 0.235
H -5.3192 0.8337 4.5583 0.37 -1.04 -0.31 0.216
H -2.8766 0.5720 1.6823 -0.70 1.20 0.35 0.222
H -2.1543 4.2591 0.1274 -0.11 0.02 -0.14 0.430
H -0.8785 1.2786 1.5617 -0.39 -0.49 1.03 0.214
H 2.1328 -0.9952 -1.0405 0.00 -0.23 0.33 0.237
H 2.8883 -1.1454 0.5407 0.88 -0.27 0.47 0.195
H 2.2912 -3.3281 -0.5688 1.51 -1.36 -0.59 0.210
H 0.6208 -2.9033 -0.6188 0.68 0.05 0.70 0.165
H 1.0807 -5.0012 2.5295 -0.41 -0.03 1.49 0.202
H 2.2409 -5.1815 1.3246 0.55 -0.54 -0.55 0.203
H 0.4933 -5.1456 0.9101 -0.15 -0.40 -0.32 0.164
H 0.0359 -2.7444 3.0583 0.99 -0.14 -1.33 0.202
H -0.6129 -2.8445 1.4245 0.02 0.89 -0.02 0.170
H 1.5217 -0.9646 2.6519 -0.44 0.67 -0.67 0.193
H -0.2037 -0.3445 2.5933 1.30 -1.09 -1.44 0.218
H 3.9969 1.6265 -2.7784 1.28 0.59 1.59 0.217
H 4.5978 -0.5375 -3.6632 -0.37 -0.42 -0.44 0.216
H 3.1979 -1.5920 -5.3766 -0.65 -0.13 -0.22 0.216
H 0.9430 -0.5203 -6.0846 0.44 0.38 0.64 0.224
H 0.4270 1.7899 -4.9648 0.27 -0.74 -0.23 0.227
H -4.9137 3.6085 3.7531 1.24 -0.29 -1.59 0.413
```
Positions in Å, forces in eV/Å.

The energy above the lowest of the compared OMol25 structures with the same formula, charge and spin is 0.000 eV. For the total energy, the calculation gives -1519.1788 a.u. The SMILES is Cc1cc(Nc2cc(N3CCN(C)CC3)nc(Sc3ccccc3)n2)n[nH]1.


Entry 2:
C5H26NO8S | ωB97M-V/def2-TZVPD

Geometry as XYZ:
```
41
Properties=species:S:1:pos:R:3:forces:R:3:nbo_charge:R:1
C -1.0608 -1.0263 -0.7377 1.65 0.89 0.68 -0.244
N -0.1727 0.1343 -0.9801 -1.43 -0.17 -1.32 -0.679
C 0.0895 0.4051 -2.3648 1.93 0.10 0.76 0.083
O 1.2388 -0.3353 -2.8805 -0.11 0.35 -0.33 -0.789
C -2.5034 -0.6544 -1.0022 -1.11 0.22 0.09 -0.408
C -2.9985 0.6830 -0.4194 0.77 0.31 -0.40 -0.417
C -3.0480 0.7725 1.0857 1.43 -1.68 0.56 -0.536
S -4.3169 -0.3080 1.8391 -0.70 0.42 0.09 -0.125
H -0.8205 -1.2702 0.2930 -0.64 -0.26 0.18 0.227
H -0.7205 -1.8776 -1.3357 -0.34 -0.15 -0.12 0.181
H 0.6902 0.1434 -0.4643 0.06 -0.24 0.38 0.405
H -0.6843 0.1252 -3.0659 -0.64 0.31 0.32 0.170
H 0.3825 1.4585 -2.3763 -0.33 0.11 -0.70 0.157
H -3.1883 -1.4409 -0.6732 0.17 -0.24 -0.27 0.214
H -2.6091 -0.4863 -2.0764 -0.18 -0.50 -0.16 0.189
H -3.9490 1.0085 -0.8382 -0.22 -0.35 -0.22 0.191
H -2.2453 1.3486 -0.8438 -0.05 0.65 0.51 0.221
H -2.9539 1.7629 1.5232 -0.72 0.13 -0.08 0.215
H -2.1720 0.2451 1.4834 0.30 0.41 -0.23 0.259
H -3.5542 -1.3844 2.1027 0.20 0.22 -0.11 0.167
H -0.2751 1.4611 2.8811 0.06 0.44 -0.20 0.460
H 0.7896 0.8314 1.8359 -0.05 0.07 0.79 0.520
O 0.1636 0.6657 2.5937 -0.11 -0.43 -0.13 -1.011
H 1.5627 -0.9714 1.9894 -0.20 -1.06 -0.50 0.512
H 1.5092 -2.0857 0.9385 0.49 0.03 -0.88 0.494
O 1.3885 -1.9462 1.8735 -0.38 0.34 1.23 -1.012
H 2.5061 -0.6404 -0.1522 -0.33 -0.38 -0.42 0.497
H 3.0803 0.1777 1.4995 -0.48 0.49 -0.16 0.464
O 2.2529 0.4165 1.0450 0.62 0.32 -0.24 -1.246
H -0.4222 -2.2228 2.0764 -0.26 -0.02 0.40 0.506
H -1.0998 -1.6088 3.2653 -0.24 -0.36 -0.61 0.473
O -1.3083 -2.2054 2.5173 0.42 0.41 0.43 -1.000
H 2.0202 0.2388 -2.7936 0.00 -0.05 -0.04 0.501
H 3.3737 1.7495 -1.3758 0.32 0.01 -0.82 0.506
O 3.8133 1.2898 -2.1473 -0.56 0.30 0.66 -0.999
H 4.2783 0.5664 -1.7195 0.03 -0.28 -0.04 0.472
H 2.0540 -1.2443 -1.5821 -0.26 0.22 -0.14 0.484
O 2.4775 -1.4522 -0.7471 0.76 -0.53 0.71 -1.060
H 1.6593 3.1737 -0.3884 0.61 -0.70 0.29 0.466
H 2.2883 1.7915 0.2621 0.01 0.47 0.44 0.519
O 2.4841 2.7116 -0.1404 -0.50 0.16 -0.39 -1.029
```
Positions in Å, forces in eV/Å.

As for the net charge: -1. The energy above the lowest of the compared OMol25 structures with the same formula, charge and spin is 0.493 eV. For the total energy, the calculation gives -1261.0439 a.u.


Entry 3:
CH6N4OS | ωB97M-V/def2-TZVPD

Geometry as XYZ:
```
13
Properties=species:S:1:pos:R:3:forces:R:3:nbo_charge:R:1
C -0.4495 -0.3211 0.2325 2.01 0.18 -2.45 0.539
H 0.5087 0.8837 2.7043 0.73 -1.24 -1.55 0.373
H 1.5924 -0.4202 2.4798 -2.75 1.39 -1.84 0.373
H 1.2036 0.8212 0.3109 -2.37 -1.23 -2.28 0.446
H 1.9624 -0.0378 -2.1324 1.10 -1.19 -0.46 0.096
H -2.0149 -1.6171 -0.3795 1.20 0.62 0.64 0.387
H -1.4076 0.5757 -2.1638 -2.89 -2.59 3.99 0.464
N 0.8573 0.2375 1.9171 0.38 -0.48 4.01 -0.744
N -0.4105 -0.4728 1.4887 1.87 0.28 1.29 -0.365
N 0.5012 0.3997 -0.4924 3.16 2.59 3.55 -0.855
N -1.2612 -0.9564 -0.6464 -3.47 -0.52 -1.65 -0.356
O -2.0865 0.0848 -1.2590 3.12 1.88 -4.05 -0.585
S 1.0048 0.8229 -2.0600 -2.08 0.30 0.79 0.227
```
Positions in Å, forces in eV/Å.

The energy above the lowest of the compared OMol25 structures with the same formula, charge and spin is 3.320 eV. For the total energy, the calculation gives -733.9542 a.u.


Entry 4:
C26H53BrIN2O12P | ωB97M-V/def2-TZVPD

Geometry as XYZ:
```
96
Properties=species:S:1:pos:R:3:forces:R:3:mulliken_charge:R:1
N 8.0556 2.7110 -0.4886 0.27 -0.22 -0.08 -0.418
C 7.4911 2.0032 -1.1946 -0.62 0.24 0.21 0.090
C 6.5991 1.1970 -2.0512 0.60 0.03 -0.08 -0.042
O 7.1265 1.0418 -3.3215 -0.16 -0.01 0.15 -0.450
I 6.5651 -0.7874 -1.0756 -0.09 0.04 0.09 0.149
C 5.1646 1.7800 -2.1684 0.93 -0.36 -0.45 1.779
C 4.6341 1.9192 -0.8184 -0.17 -0.23 -0.07 -0.719
N 4.1879 1.9498 0.2384 0.03 0.25 0.06 -0.365
C 4.3173 0.8445 -3.0811 -0.75 0.19 0.14 -1.367
C 2.9779 0.3696 -2.5022 -0.29 -0.06 -0.58 -0.722
C 1.8087 1.3758 -2.6257 -0.19 -0.22 0.16 -0.791
C 1.0274 1.5270 -1.3189 0.39 -0.24 -0.31 -0.642
O 0.3964 0.2977 -0.9636 -0.09 0.07 0.08 0.195
P 4.9830 3.5289 -2.9197 -0.55 0.23 -0.10 0.186
O 6.0550 4.3881 -2.0618 0.10 -0.16 0.03 -0.454
Br 5.9758 3.4028 -4.9180 -0.01 -0.02 0.25 -0.213
H 8.0277 0.7039 -3.2439 0.02 0.01 -0.08 0.420
H 4.8938 -0.0249 -3.3866 0.28 0.12 0.16 0.454
H 4.1020 1.3930 -4.0026 0.02 -0.09 -0.06 0.379
H 3.0801 0.0076 -1.4768 0.19 0.08 0.04 0.328
H 2.7015 -0.5026 -3.0977 0.06 -0.11 0.14 0.516
H 1.0983 0.9920 -3.3617 0.04 0.05 -0.07 0.326
H 2.1481 2.3410 -3.0111 0.04 0.09 0.24 0.565
H 1.7186 1.8464 -0.5329 -0.21 0.14 0.12 0.006
H 0.2175 2.2445 -1.4349 0.05 0.11 0.06 0.377
H 1.0662 -0.3395 -0.6961 0.03 -0.02 -0.06 0.129
H 5.6392 5.1726 -1.6847 0.06 0.05 -0.01 0.357
C -1.5023 0.8207 5.4429 0.07 0.04 0.12 -0.710
O -0.1717 0.3768 5.5711 0.01 -0.01 -0.33 -0.316
C 0.0079 -1.0252 5.5171 -0.04 0.08 0.21 -0.539
C 1.1360 -1.4333 4.5977 0.30 -0.07 0.03 -0.291
O 0.9298 -1.2329 3.2134 -0.11 -0.18 -0.22 -0.436
C 0.8863 0.0777 2.6743 -0.11 -0.02 0.16 1.312
C 2.1760 0.8598 2.7326 0.00 0.28 -0.01 -0.632
O 2.5222 1.2555 4.0473 -0.05 -0.36 0.10 -0.334
C 3.8785 1.0665 4.3849 -0.05 0.15 0.02 -0.809
H -2.0143 0.8240 6.4120 -0.08 -0.05 -0.04 0.363
H -1.4691 1.8424 5.0657 0.02 0.03 0.06 0.179
H -2.0718 0.2086 4.7348 0.00 -0.01 0.00 0.309
H -0.9147 -1.5310 5.2114 -0.02 0.06 -0.05 0.309
H 0.2675 -1.3714 6.5262 -0.05 -0.16 -0.03 0.413
H 1.2384 -2.5173 4.6979 0.00 -0.01 0.02 0.446
H 2.0828 -0.9977 4.9263 -0.09 0.18 0.02 0.068
H 0.0620 0.6502 3.1008 0.12 0.07 0.21 -0.575
H 0.6540 -0.0627 1.6143 -0.03 -0.02 0.03 -0.284
H 2.0355 1.7668 2.1315 0.08 -0.09 -0.17 0.252
H 2.9783 0.2710 2.2766 0.04 0.01 0.01 0.349
H 4.2809 0.1473 3.9469 0.00 0.00 -0.02 0.349
H 3.9411 0.9854 5.4704 -0.01 0.06 0.00 0.261
H 4.4889 1.9150 4.0593 0.06 -0.06 -0.05 0.314
C -2.9684 3.2427 2.5736 0.02 0.08 -0.13 -0.723
O -2.9185 2.6346 1.3060 -0.14 -0.18 0.09 -0.369
C -2.0083 1.5547 1.1756 -0.12 0.33 -0.23 0.466
C -2.6336 0.3489 0.5133 -0.07 0.21 -0.10 1.389
O -3.6199 -0.3235 1.2754 -0.10 -0.25 -0.13 -0.396
C -4.8519 0.2981 1.5975 0.13 0.10 0.46 -0.347
C -5.7991 0.6841 0.4839 -0.01 0.16 -0.14 -0.607
O -5.3259 1.7959 -0.2509 0.32 -0.17 -0.05 -0.262
C -5.4866 1.7232 -1.6463 -0.12 0.12 0.06 -0.626
H -2.2008 4.0187 2.6736 0.04 -0.04 0.10 0.283
H -3.9491 3.7081 2.6795 0.02 0.04 -0.04 0.318
H -2.8493 2.5107 3.3772 0.02 -0.02 0.03 0.206
H -1.6032 1.2503 2.1419 -0.09 0.09 0.12 -0.168
H -1.1786 1.8874 0.5407 0.13 -0.15 0.10 -0.116
H -1.8275 -0.3732 0.4035 -0.15 0.25 -0.09 -1.000
H -2.9956 0.5858 -0.4920 -0.08 0.14 0.05 -0.097
H -4.6879 1.1652 2.2429 0.01 0.09 -0.08 0.081
H -5.3613 -0.4552 2.2036 -0.08 0.03 -0.01 0.449
H -6.7415 0.9798 0.9623 -0.09 -0.22 0.03 0.418
H -5.9991 -0.1752 -0.1664 0.08 0.02 -0.06 0.336
H -5.3397 0.7055 -2.0155 0.01 -0.09 -0.05 0.198
H -4.7347 2.3682 -2.1018 -0.03 0.03 0.03 0.239
H -6.4799 2.0745 -1.9505 0.00 -0.08 -0.05 0.287
C -1.5201 -2.9053 0.4012 0.37 -0.86 0.20 -0.068
O -1.3491 -3.5552 -0.8457 -0.37 0.39 -0.28 -0.208
C -2.2104 -4.6523 -1.0756 0.27 -0.07 0.16 -0.509
C -2.7745 -4.6836 -2.4795 0.06 -0.11 -0.15 -0.263
O -3.6817 -3.6515 -2.8180 -0.04 0.06 -0.04 -0.493
C -3.1870 -2.3292 -2.9664 0.00 0.09 0.19 0.290
C -2.2689 -2.0822 -4.1473 0.13 0.08 0.01 -0.673
O -0.9979 -2.6903 -3.9923 -0.17 -0.26 0.06 -0.230
C -0.5157 -3.3618 -5.1333 0.08 0.09 0.06 -0.896
H -0.9047 -3.4187 1.1484 -0.16 0.07 0.22 0.324
H -1.1596 -1.8942 0.3212 0.26 0.06 -0.21 -0.642
H -2.5608 -2.8801 0.7336 -0.04 0.01 -0.09 0.414
H -3.0210 -4.6656 -0.3392 -0.06 0.05 -0.06 0.335
H -1.6269 -5.5759 -0.9563 -0.13 -0.10 0.09 0.343
H -3.3552 -5.6076 -2.5558 -0.03 0.05 0.00 0.440
H -1.9717 -4.7580 -3.2158 0.11 0.12 0.08 0.038
H -2.7350 -1.9664 -2.0402 0.16 -0.09 -0.05 -0.246
H -4.0811 -1.7283 -3.1407 -0.06 0.05 -0.03 0.328
H -2.1174 -0.9977 -4.2279 -0.16 0.02 -0.06 0.374
H -2.7574 -2.4297 -5.0646 0.02 -0.05 0.00 0.391
H -1.3191 -3.8710 -5.6757 0.00 0.01 -0.01 0.404
H 0.1999 -4.1131 -4.7983 0.03 0.05 0.01 0.239
H -0.0054 -2.6709 -5.8139 -0.05 -0.03 -0.08 0.277
```
Positions in Å, forces in eV/Å.

For the total energy, the calculation gives -5247.7037 a.u. The SMILES is N#C[C@@](O)(I)[C@](C#N)(CCCCO)P(O)Br.COCCOCCOC.COCCOCCOC.COCCOCCOC.


Looking at largest force on an atom for the records above, in order, we have 7.02 2.27 5.57 1.10 eV/A.
Looking at molar mass for the records above, in order, we have 381.51 260.33 122.15 823.49 g/mol.